This record from the Open Molecules 2025 dataset describes a cluster of 4 separate species, C33H48N7O2 in total at a distorted geometry. The level of theory is the ωB97M-V functional and the def2-TZVPD basis.

The geometry in XYZ format:
```
90
C33H48N7O2 the ωB97M-V functional and the def2-TZVPD basis
C 5.5459 -1.4318 3.9315
C 6.0764 0.0610 3.9941
C 6.7953 0.4975 2.6499
O 6.2360 -0.0965 1.4650
C 4.9161 0.3255 1.2360
N 4.7979 1.7844 0.9137
C 4.4180 1.9949 -0.4449
N 5.4090 2.4479 -1.3991
N 6.6930 2.1252 -0.9144
C 7.4205 3.3023 -0.3961
C 8.2592 4.0673 -1.5188
N 3.2063 1.7936 -0.8728
C 2.0571 1.3682 -0.0193
O 1.0123 2.2782 -0.2997
C -0.2236 1.8247 0.2219
C -1.0033 0.9291 -0.6533
C -2.2958 0.3829 -0.2233
C -3.0953 -0.5978 -1.1326
C -2.7549 0.7944 1.1139
C -1.9886 1.7142 1.9708
C -0.6792 2.2648 1.5348
C 0.0965 3.2109 2.5129
C 0.9788 4.3135 1.8133
C -0.9377 3.9974 3.4504
H 6.0763 -2.0389 3.1512
H 5.6007 -1.9085 4.9465
H 4.4575 -1.4279 3.6422
H 6.7542 0.2263 4.8655
H 5.1603 0.7194 4.0907
H 6.8505 1.6140 2.5365
H 7.8548 0.1233 2.7157
H 4.5454 -0.2394 0.3291
H 4.1973 0.0998 2.0668
H 4.1895 2.2843 1.5638
H 5.3162 3.4770 -1.4348
H 7.2124 1.6459 -1.6517
H 6.7536 4.0231 0.1475
H 8.1496 2.9198 0.3766
H 8.6958 3.3501 -2.2662
H 9.0170 4.7637 -1.0849
H 7.5143 4.7207 -2.0658
H 2.9567 1.9723 -1.8554
H 2.2830 1.4388 1.0761
H 1.8051 0.3104 -0.3210
H -0.6182 0.6132 -1.6552
H -2.3657 -1.2171 -1.7323
H -3.7273 -1.3261 -0.5503
H -3.7429 0.0012 -1.8310
H -3.7264 0.3563 1.4642
H -2.4474 1.9352 2.9577
H 0.6731 2.5464 3.2232
H 1.2754 5.0937 2.5633
H 0.5112 4.7252 0.8871
H 1.9470 3.8110 1.4999
H -1.4804 3.3249 4.1568
H -0.3014 4.6843 4.0805
H -1.6280 4.6332 2.8247
N -5.6582 -2.4031 -0.1289
C -6.1693 -3.1843 -1.0870
C -6.7375 -4.4254 -0.8492
C -6.7766 -4.8891 0.4560
C -6.2520 -4.0995 1.4666
C -5.7093 -2.8720 1.1234
H -6.1127 -2.7796 -2.0920
H -7.1386 -5.0135 -1.6644
H -7.2116 -5.8551 0.6832
H -6.2644 -4.4284 2.4974
H -5.2898 -2.2169 1.8803
N -0.2736 -3.5813 -1.5648
C 0.5785 -3.8978 -2.5466
C 1.9450 -3.6695 -2.4866
C 2.4600 -3.0754 -1.3457
C 1.5962 -2.7370 -0.3151
C 0.2460 -3.0113 -0.4732
H 0.1279 -4.3572 -3.4197
H 2.5875 -3.9491 -3.3112
H 3.5230 -2.8785 -1.2603
H 1.9616 -2.2710 0.5922
H -0.4682 -2.7680 0.3068
N -10.2252 -1.2639 -2.5847
C -10.8257 -0.9192 -3.7285
C -10.3334 -1.2369 -4.9849
C -9.1483 -1.9498 -5.0631
C -8.5057 -2.3172 -3.8912
C -9.0837 -1.9530 -2.6849
H -11.7482 -0.3597 -3.6162
H -10.8641 -0.9335 -5.8779
H -8.7297 -2.2167 -6.0265
H -7.5778 -2.8742 -3.9133
H -8.6211 -2.2203 -1.7410
```

Results
**Net charge**: +1
**Highest occupied orbital energy**: -10.8 eV
**Electronic energy**: -1819.6267 Eh
**LUMO energy**: -3.5 eV
**HOMO-LUMO gap**: 7.30 eV